(1)
17
Properties=species:S:1:pos:R:3 method="wB97M-V/def2-TZVPD" lumo_energy_ev="-3.175 / -6.467" multiplicity=3 charge=+1
C -1.3200 -1.7371 -0.0148
C 0.7969 -0.7918 -0.0360
C 0.5532 0.5550 -0.0326
C 2.7985 0.2861 0.0235
C -1.8420 0.7619 0.0060
N -0.0811 -1.8352 -0.0686
N 1.7362 1.2210 0.0041
N 2.1680 -0.9394 -0.0016
N -2.1389 -0.5226 0.1042
O -0.6528 1.2856 -0.0886
O 3.9596 0.5404 0.0528
O -2.8336 1.5861 0.0057
H -1.9340 -2.6211 -0.0622
H 1.8813 2.2193 0.0029
H 2.6488 -1.8264 0.0084
H -3.1367 -0.7098 0.1893
H -2.6034 2.5279 -0.0926

(2)
10
Properties=species:S:1:pos:R:3 method="wB97M-V/def2-TZVPD" de_lowest_kj_mol=419.9 lumo_energy_ev="-0.984 / -0.984"
P -1.8791 -0.9774 -1.3282
C -2.2918 -0.4191 0.3226
Cl -3.6107 0.5195 0.6910
H -2.5746 -1.9548 -1.9942
H -0.8319 -1.8910 -0.8978
C 1.1382 1.1853 1.0939
Cl 0.9216 1.7356 -0.5729
H 0.2613 0.5371 1.4399
H 0.9744 2.1277 1.7358
H 2.1281 0.8653 1.2503

(3)
14
Properties=species:S:1:pos:R:3 method="wB97M-V/def2-TZVPD" de_lowest_kj_mol=202.2 lumo_energy_ev=0.564
N 0.3177 1.4108 -2.1138
C 0.3442 0.8109 -0.8022
C 1.1660 -0.3793 -0.2749
N 1.0980 -0.2252 1.0594
C 0.4429 0.8007 1.3726
N -0.0469 1.4420 0.2479
H 0.2203 0.7999 -2.8980
H -0.3028 2.2224 -2.1372
H 1.7692 -1.0677 -0.6401
H 0.0909 1.1501 2.2987
H -0.8068 2.0680 0.1697
O -1.1187 -3.8425 0.5197
C -1.4307 -3.0046 1.2392
O -1.7434 -2.1858 1.9589

(4)
11
Properties=species:S:1:pos:R:3 method="wB97M-V/def2-TZVPD" de_lowest_kj_mol=257.2 lumo_energy_ev=0.549
C -0.9727 0.4703 1.8890
C 0.0267 0.8672 1.0442
F 0.5215 2.1605 1.1638
C 0.4063 0.1547 -0.2672
N -0.0611 -0.9031 -0.7716
N 0.4035 -1.2761 -1.9539
H -1.2861 1.4204 2.6788
H -1.7530 -0.2816 1.5478
H 1.2181 0.7348 -0.8364
H 0.0890 -2.2684 -2.1782
H 1.4079 -1.0788 -2.3162

(5)
16
Properties=species:S:1:pos:R:3 method="wB97M-V/def2-TZVPD" de_lowest_kj_mol=85.5 lumo_energy_ev=1.142
C 2.1958 -1.4364 -1.3479
C 1.2095 -0.4540 -0.6852
H 1.8855 -1.7692 -2.3388
H 3.1565 -0.9413 -1.4817
H 2.4629 -2.3721 -0.8789
H 0.3958 -1.0250 -0.1877
H 0.9220 0.3684 -1.3224
H 1.8332 -0.0537 0.1614
C -2.4445 0.7991 0.6720
C -0.9750 1.1233 1.2506
H -2.4748 1.0518 -0.3799
H -2.7285 -0.2533 0.8204
H -3.1634 1.2571 1.3825
H -0.4736 1.9197 0.7234
H -0.4676 0.2008 1.4489
H -1.3339 1.5848 2.1633

(6)
52
Properties=species:S:1:pos:R:3 method="wB97M-V/def2-TZVPD" de_lowest_kj_mol=0.0 lumo_energy_ev=2.510 charge=-1
C 4.5266 -1.8838 -1.5259
C 3.7200 -0.6627 -1.8989
O 2.3646 -0.9462 -1.5016
C 1.4165 -0.2261 -2.0985
C -0.0096 -0.7039 -1.7724
C -1.0020 0.5176 -2.0400
O -0.7099 1.6743 -1.8613
O -2.2495 0.0761 -2.3063
C -3.2186 1.1466 -2.4629
C -4.5433 0.4443 -2.5291
C -0.2951 -2.0501 -2.5145
O 0.3705 -2.5275 -3.4108
O -1.3401 -2.6792 -1.9579
C -1.5461 -4.0861 -2.2364
C -2.9463 -4.3503 -1.7343
O 1.6850 0.6829 -2.8459
H 5.5908 -1.7491 -1.7603
H 4.4176 -2.0766 -0.4502
H 4.1498 -2.7543 -2.0836
H 4.0866 0.2328 -1.3764
H 3.6918 -0.4911 -2.9784
H -3.1463 1.8118 -1.5966
H -2.9809 1.6953 -3.3805
H -5.3518 1.1650 -2.6335
H -4.5811 -0.2478 -3.3745
H -4.7076 -0.1258 -1.6111
H -1.4026 -4.1902 -3.3153
H -0.8072 -4.6711 -1.6706
H -3.2563 -5.3764 -1.9454
H -2.9634 -4.1825 -0.6501
H -3.6639 -3.6586 -2.1924
F 1.3191 -2.8665 0.0829
C 0.9166 -1.7090 0.6972
F 0.3038 -2.0178 1.8770
F 2.0054 -0.9531 0.9452
S -0.5514 -1.0258 -0.1406
N 0.6681 1.1120 2.2134
C -0.2957 1.2256 3.1750
O -1.2498 0.4676 3.4072
C 0.0278 2.4535 3.9692
C 0.9778 3.2176 3.3298
C 1.6461 4.2754 3.9348
C 1.2050 4.6441 5.2143
C 0.1645 3.9291 5.8544
C -0.4341 2.8277 5.2451
S 1.4569 2.4618 1.7855
O 2.9008 2.3291 1.8147
O 0.8629 3.1436 0.6683
H 2.4905 4.7320 3.3961
H 1.6874 5.4834 5.7014
H -0.1732 4.2367 6.8486
H -1.2266 2.2257 5.6962